# 1
An isolated molecule of C2H6O2Si2, computed with ωB97M-V/def2-TZVPD.

* highest occupied orbital energy: -8.0 eV
* M: 118.2 g/mol
* total energy: -22017.847 eV
* energy above the lowest of the compared OMol25 structures with the same formula, charge and spin: 5.327 eV
* total charge: 0
* SMILES: O=C([SiH3])C(=O)[SiH3]

The geometry in XYZ format:
```
12
Properties=species:S:1:pos:R:3:nbo_charge:R:1
H -3.370 -0.343 0.604 -0.1279
O -0.501 -0.493 1.575 -0.5094
O 0.638 -0.064 -1.727 -0.5230
H 2.461 -1.186 0.501 -0.1275
H 1.904 0.994 1.557 -0.1538
H -2.088 1.250 -1.120 -0.1165
C 0.730 0.056 -0.546 0.1843
Si -2.344 -0.052 -0.430 0.7036
H 3.340 1.164 -0.126 -0.1309
Si 2.337 0.215 0.474 0.7471
H -2.403 -1.436 -1.246 -0.1075
C -0.703 -0.106 0.484 0.1615
```



# 2
A structure of composition C2H6O2Tl, computed with ωB97M-V/def2-TZVPD.

* highest occupied orbital energy (alpha / beta): -33.5 / -33.6 eV
* M: 266.5 g/mol
* total energy: -10891.052 eV
* energy above the lowest of the compared OMol25 structures with the same formula, charge and spin: 0.664 eV
* total charge: +4
* spin multiplicity: 2

The geometry in XYZ format:
```
11
Properties=species:S:1:pos:R:3:nbo_charge:R:1
O -18.071 18.061 -18.053 -0.1539
H -21.274 17.861 -19.226 0.3767
H -19.016 18.996 -19.744 0.4285
C -19.102 18.143 -19.071 -0.1686
C -20.472 17.958 -18.494 -0.1856
H -21.213 19.660 -18.160 0.5912
Tl -18.957 19.226 -15.379 1.9596
O -20.699 19.068 -17.606 -0.1808
H -17.454 17.384 -18.339 0.5960
H -20.548 17.031 -17.926 0.3556
H -18.925 17.294 -19.732 0.3814
```



# 3
A cluster of 2 separate species, C2H6O3 in total, computed with ωB97M-V/def2-TZVPD.

* highest occupied orbital energy: -10.4 eV
* M: 78.1 g/mol
* total energy: -8313.024 eV
* energy above the lowest of the compared OMol25 structures with the same formula, charge and spin: 1.484 eV
* total charge: 0
* SMILES: O=CO.CO

The geometry in XYZ format:
```
11
Properties=species:S:1:pos:R:3:nbo_charge:R:1
H 0.660 0.698 0.145 0.5209
H -2.421 -0.947 -0.436 0.1745
C -1.860 -0.031 -0.598 -0.2519
O 3.509 -0.340 -0.179 -0.5649
H 2.112 -0.412 1.383 0.0808
H -1.292 -0.053 -1.510 0.1855
O 1.609 0.877 -0.067 -0.7143
O -0.996 0.080 0.531 -0.7438
H -2.595 0.876 -0.662 0.1799
C 2.469 -0.031 0.384 0.6498
H -1.194 -0.718 1.008 0.4836
```



# 4
A cluster of 2 separate species, C2H6O3S in total, computed with ωB97M-V/def2-TZVPD.

* highest occupied orbital energy (alpha / beta): -4.3 / -9.7 eV
* M: 110.1 g/mol
* total energy: -19143.061 eV
* energy above the lowest of the compared OMol25 structures with the same formula, charge and spin: 2.063 eV
* total charge: 0
* spin multiplicity: 3

The geometry in XYZ format:
```
12
Properties=species:S:1:pos:R:3:nbo_charge:R:1
H -2.504 -0.422 1.056 0.5060
H 0.323 2.057 0.902 0.2084
O -0.890 -0.083 1.567 -0.6744
O -0.038 -1.511 -0.484 -0.9329
C 0.398 1.267 0.117 -0.7090
H -0.686 -1.519 -1.178 0.4580
C -0.648 0.360 0.474 0.0745
S -1.999 0.341 -0.673 0.8809
H 0.492 1.514 -0.915 0.2158
H 1.350 0.885 0.501 0.2227
H 0.734 -2.051 -0.708 0.4871
O -3.052 -0.304 0.303 -0.7372
```



# 5
A structure of composition C2H6O3S2, computed with ωB97M-V/def2-TZVPD.

* highest occupied orbital energy (alpha / beta): -9.6 / -9.6 eV
* M: 142.2 g/mol
* total energy: -29981.559 eV
* energy above the lowest of the compared OMol25 structures with the same formula, charge and spin: 2.032 eV
* total charge: 0

The geometry in XYZ format:
```
13
Properties=species:S:1:pos:R:3:nbo_charge:R:1
S 1.281 0.898 -0.051 -0.0162
C 2.964 0.679 0.530 -0.7685
O -0.605 -1.865 0.421 -0.6956
O 1.141 -1.571 2.133 -0.9137
H 3.287 1.387 1.186 0.2156
C 0.215 -2.512 -0.557 -0.2581
H 0.955 -1.820 -0.901 0.1980
S 0.027 -0.874 1.537 2.1980
O -1.037 -0.421 2.324 -0.8595
H 3.001 -0.376 0.901 0.2630
H 3.569 0.652 -0.416 0.2338
H -0.430 -2.604 -1.343 0.2017
H 0.764 -3.447 -0.243 0.2014
```



# 6
An isolated molecule of C2H6O3S2, computed with ωB97M-V/def2-TZVPD.

* highest occupied orbital energy: -10.1 eV
* M: 142.2 g/mol
* total energy: -29981.211 eV
* energy above the lowest of the compared OMol25 structures with the same formula, charge and spin: 2.381 eV
* total charge: 0
* SMILES: O=S(=O)(O)CCS

The geometry in XYZ format:
```
13
Properties=species:S:1:pos:R:3:nbo_charge:R:1
C 1.284 0.717 0.050 -0.6962
H 1.004 1.169 0.910 0.2541
C 0.683 1.330 -1.080 -0.4355
H -1.481 -0.264 0.511 0.5162
H 0.466 0.423 -2.032 0.2502
O -0.197 -1.421 -0.834 -0.9164
O 1.288 -1.513 1.336 -0.9190
H 0.952 2.091 -1.643 0.2221
H 2.352 0.491 -0.337 0.2942
H -1.203 2.557 0.101 0.1249
S 0.359 -0.770 0.350 2.2840
S -1.238 1.700 -0.957 -0.1243
O -0.854 -0.412 1.234 -0.8543
```



# 7
An isolated molecule of C2H6O3S2, computed with ωB97M-V/def2-TZVPD.

* highest occupied orbital energy: -9.4 eV
* M: 142.2 g/mol
* total energy: -29981.685 eV
* energy above the lowest of the compared OMol25 structures with the same formula, charge and spin: 1.907 eV
* total charge: 0

The geometry in XYZ format:
```
13
Properties=species:S:1:pos:R:3:nbo_charge:R:1
H -1.826 1.385 -0.198 0.2518
C 1.965 1.231 0.596 -0.2570
H 1.633 2.327 0.627 0.1755
S 0.055 -0.455 -0.246 0.6116
S -1.359 -2.501 0.426 1.6067
C -1.312 0.637 -0.803 -0.8215
H -0.870 1.181 -1.710 0.2295
O -0.997 -3.084 -0.840 -0.9026
H -2.121 -0.011 -1.309 0.2503
H 2.619 0.931 1.439 0.2171
O -0.720 -3.200 1.523 -0.8754
O 0.819 0.458 0.928 -0.6774
H 2.114 1.101 -0.432 0.1914
```



# 8
A structure of composition C2H6O3Tb, computed with ωB97M-V/def2-TZVPD.

* highest occupied orbital energy (alpha / beta): -19.0 / -18.8 eV
* M: 237.0 g/mol
* total energy: -30729.130 eV
* energy above the lowest of the compared OMol25 structures with the same formula, charge and spin: 0.151 eV
* total charge: +2
* spin multiplicity: 8

The geometry in XYZ format:
```
12
Properties=species:S:1:pos:R:3:lowdin_spin:R:1
O 0.216 -0.593 -0.197 0.0511
H -0.400 -2.501 0.050 0.0004
H -1.680 -1.388 -0.503 0.0000
H -1.117 -1.295 1.209 0.0000
O -0.190 1.476 1.094 0.0016
H 1.238 2.134 -0.075 0.0010
C -0.822 -1.500 0.173 0.0025
O 1.085 1.278 -0.739 0.0571
Tb 2.313 -0.496 -1.712 6.8747
H 0.474 1.108 1.692 0.0004
H -1.022 1.021 -0.758 0.0005
C -0.094 0.755 -0.235 0.0106
```



Please write out number 5 again, unchanged.
A structure of composition C2H6O3S2, computed with ωB97M-V/def2-TZVPD.

* highest occupied orbital energy (alpha / beta): -9.6 / -9.6 eV
* M: 142.2 g/mol
* total energy: -29981.559 eV
* energy above the lowest of the compared OMol25 structures with the same formula, charge and spin: 2.032 eV
* total charge: 0

The geometry in XYZ format:
```
13
Properties=species:S:1:pos:R:3:nbo_charge:R:1
S 1.281 0.898 -0.051 -0.0162
C 2.964 0.679 0.530 -0.7685
O -0.605 -1.865 0.421 -0.6956
O 1.141 -1.571 2.133 -0.9137
H 3.287 1.387 1.186 0.2156
C 0.215 -2.512 -0.557 -0.2581
H 0.955 -1.820 -0.901 0.1980
S 0.027 -0.874 1.537 2.1980
O -1.037 -0.421 2.324 -0.8595
H 3.001 -0.376 0.901 0.2630
H 3.569 0.652 -0.416 0.2338
H -0.430 -2.604 -1.343 0.2017
H 0.764 -3.447 -0.243 0.2014
```



What did the fourth record say?
A cluster of 2 separate species, C2H6O3S in total, computed with ωB97M-V/def2-TZVPD.

* highest occupied orbital energy (alpha / beta): -4.3 / -9.7 eV
* M: 110.1 g/mol
* total energy: -19143.061 eV
* energy above the lowest of the compared OMol25 structures with the same formula, charge and spin: 2.063 eV
* total charge: 0
* spin multiplicity: 3

The geometry in XYZ format:
```
12
Properties=species:S:1:pos:R:3:nbo_charge:R:1
H -2.504 -0.422 1.056 0.5060
H 0.323 2.057 0.902 0.2084
O -0.890 -0.083 1.567 -0.6744
O -0.038 -1.511 -0.484 -0.9329
C 0.398 1.267 0.117 -0.7090
H -0.686 -1.519 -1.178 0.4580
C -0.648 0.360 0.474 0.0745
S -1.999 0.341 -0.673 0.8809
H 0.492 1.514 -0.915 0.2158
H 1.350 0.885 0.501 0.2227
H 0.734 -2.051 -0.708 0.4871
O -3.052 -0.304 0.303 -0.7372
```



> What is the total energy in the seventh record?

-29981.685 eV



> Which value of energy above the lowest of the compared OMol25 structures with the same formula, charge and spin does entry 5 give?

2.032 eV